(1)
The following is a DFT calculation (wB97M-V/def2-TZVPD) of 2 unconnected molecules or ions with the total composition C3H6OS2 at a distorted geometry.

XYZ file:
```
12
Properties=species:S:1:pos:R:3:forces:R:3
C -0.18470 -0.55451 0.48181 1.1505 -1.3148 0.1889
C 1.07654 -1.29771 0.02199 -1.1882 -0.8970 0.8326
O 1.15699 -2.50192 -0.05717 0.0097 1.0684 -0.2705
C -0.08705 0.95286 0.37530 -1.5723 -0.6876 0.9448
S -1.73237 1.58635 0.90897 2.2215 0.0200 -1.3392
S -0.66489 0.65304 -2.42360 0.3554 0.2910 0.5899
H -1.03894 -1.01008 -0.02057 -0.0839 0.2755 0.3164
H -0.15919 -0.78976 1.55393 -0.5878 -0.2310 -0.1049
H 1.93021 -0.63924 -0.03664 1.1216 0.3056 -0.4767
H 0.51048 1.38404 1.19921 0.1852 0.2928 -0.2987
H 0.69336 1.07642 -0.51891 -1.7403 0.9030 -0.2309
H -1.50044 1.14050 -1.48431 0.1286 -0.0258 -0.1517
```
Positions in Å, forces in eV/Å.

Computed properties:
- total charge = 0
- LUMO (eV) = -4.3

***

(2)
The following is a DFT calculation (wB97M-V/def2-TZVPD) of 2 unconnected molecules or ions with the total composition C3H6OS2 at a distorted geometry.

XYZ file:
```
12
Properties=species:S:1:pos:R:3:forces:R:3
C 2.22802 0.10102 -0.84145 -0.5651 -0.1522 1.2218
C -0.55518 -0.48350 0.80112 -0.0717 -0.3778 0.1931
C -0.45974 0.66137 -0.04636 1.1968 0.0233 -0.4734
O 4.76542 0.45309 0.02432 0.2700 0.0551 0.0538
S 2.29649 -1.38344 0.06035 0.4552 -0.1514 -0.0527
S 3.37498 0.45671 0.44517 -0.6489 -0.1027 -0.8522
H 2.42750 0.11536 -1.89821 0.0941 0.2913 -0.1896
H 0.39631 -1.11914 0.68320 -0.3018 0.1895 0.1192
H -1.35315 -1.16523 0.52063 -0.1483 -0.0645 0.0350
H -0.59191 -0.23672 1.85934 -0.0291 -0.0631 0.0882
H -0.06824 1.59374 0.31413 -0.0872 0.2705 0.0749
H -0.76173 0.61424 -1.07559 -0.1640 0.0820 -0.2181
```
Positions in Å, forces in eV/Å.

Computed properties:
- total charge = 0
- LUMO (spin up / spin down) (eV) = -0.1 / -0.7

***

(3)
The following is a DFT calculation (wB97M-V/def2-TZVPD) of a single C3H6OS2 molecule at a distorted geometry.

XYZ file:
```
12
Properties=species:S:1:pos:R:3:forces:R:3
C -1.52622 0.73913 1.05330 0.7402 1.3757 2.6784
O -0.27464 0.16758 0.61220 -1.0038 0.2718 1.4173
C -0.12089 0.08926 -0.68556 1.1053 -1.2907 1.4849
S -1.24286 0.46428 -1.71475 -1.5667 0.6382 -2.3792
C 1.26038 -0.40959 -0.97801 -1.0802 -0.0611 -1.4999
S 1.71477 -2.02806 -0.33930 1.9270 0.8245 3.2032
H -1.49935 0.68486 2.21198 0.4167 0.3493 -1.8489
H -1.51055 1.84677 0.71939 -0.6687 -1.9858 0.4570
H -2.40701 0.12949 0.84509 0.2154 0.3443 -0.8965
H 1.84036 0.42911 -0.69354 1.3806 0.4301 0.3985
H 1.25968 -0.46564 -2.07421 0.5247 -0.2183 0.2597
H 2.50634 -1.64721 1.04342 -1.9905 -0.6779 -3.2745
```
Positions in Å, forces in eV/Å.

Computed properties:
- total charge = 0
- SMILES = COC(=S)CS
- LUMO (eV) = 0.3

***

(4)
The following is a DFT calculation (wB97M-V/def2-TZVPD) of a single C3H6OS2 molecule at a distorted geometry.

XYZ file:
```
12
Properties=species:S:1:pos:R:3:forces:R:3
C 0.50211 1.30070 0.44307 1.5335 0.2146 -1.2433
C 0.59173 -0.21697 0.39273 -1.5958 1.4356 -1.5922
S 1.83320 -0.80246 -0.73585 0.4788 -0.4844 -0.8830
C -0.74961 -0.88885 0.15665 0.2441 -0.4222 0.8725
O -0.95256 -1.93667 0.69570 -0.4771 -0.6941 -0.2288
S -2.01042 -0.00966 -0.73833 -0.1271 -0.0112 -0.6220
H 1.54122 1.62202 0.59864 -0.3776 0.3060 0.2613
H -0.13323 1.65943 1.20566 -0.6556 0.3267 1.0705
H 0.20423 1.80472 -0.49710 0.0136 -0.6653 0.2402
H 0.89462 -0.61747 1.30582 0.4979 -0.4493 1.7012
H 1.07810 -0.82288 -1.84980 0.0732 0.1227 0.0860
H -2.79939 -1.09191 -0.97720 0.3922 0.3209 0.3375
```
Positions in Å, forces in eV/Å.

Computed properties:
- total charge = 0
- SMILES = C[C@H](S)C(=O)S
- LUMO (eV) = 0.6

***

(5)
The following is a DFT calculation (wB97M-V/def2-TZVPD) of a single C3H6OSe molecule at a distorted geometry.

XYZ file:
```
11
Properties=species:S:1:pos:R:3:forces:R:3
C 1.81279 0.34629 -0.60916 -0.1470 0.1623 1.9242
C 0.77805 -0.64905 -0.56435 2.8338 -2.2620 2.9529
C -1.75797 0.78142 0.91179 -1.4245 0.6019 4.7066
O 2.10201 1.01438 0.41100 -0.4030 -0.6015 -1.1698
Se -1.29344 0.00381 -0.57726 -1.4935 -0.8050 -3.9246
H -1.38056 -1.37087 -0.09483 -0.1817 -0.0354 0.1335
H 2.34612 0.51084 -1.50569 0.5981 0.3471 -1.4365
H 0.62625 -1.51849 -1.20849 0.3752 0.6717 -0.6503
H 0.82324 -1.09007 0.50898 -0.4949 0.9961 -1.6111
H -1.94431 1.83820 0.98135 0.1575 0.1000 -0.1589
H -2.11217 0.13353 1.74665 0.1799 0.8247 -0.7660
```
Positions in Å, forces in eV/Å.

Computed properties:
- total charge = 0
- <S²> = 2.015
- 2S+1 = 3
- LUMO (spin up / spin down) (eV) = 0.2 / -1.5

***

(6)
The following is a DFT calculation (wB97M-V/def2-TZVPD) of a single C3H6OSi molecule at a distorted geometry.

XYZ file:
```
11
Properties=species:S:1:pos:R:3:forces:R:3
C -1.14376 -0.73322 -0.29840 1.2694 0.5754 0.5032
C -0.92780 -0.18940 1.06443 -0.4158 1.4852 -1.1741
C -0.36768 0.52612 -0.20814 -0.3811 -0.2964 0.4572
O -1.72343 -1.59745 -0.92405 -1.3632 -1.4245 -1.3562
Si 1.47722 0.35348 -0.51800 -0.8125 -0.7524 0.4047
H -1.80325 0.31745 1.53081 0.7588 -0.5448 0.0893
H -0.23914 -0.83857 1.57820 0.0759 0.2266 0.8600
H -0.89954 1.40187 -0.57263 -0.2174 0.3481 0.2913
H 1.85888 -0.01626 -1.87321 -0.0156 0.0096 -0.4064
H 1.63827 -0.81932 0.36366 0.6822 0.0469 0.0827
H 2.13025 1.59532 -0.14268 0.4194 0.3261 0.2483
```
Positions in Å, forces in eV/Å.

Computed properties:
- total charge = 0
- <S²> = 2.009
- 2S+1 = 3
- LUMO (spin up / spin down) (eV) = 1.0 / -2.0

***

(7)
The following is a DFT calculation (wB97M-V/def2-TZVPD) of a single C3H6P2 molecule at a distorted geometry.

XYZ file:
```
11
Properties=species:S:1:pos:R:3:forces:R:3
C -1.35368 -1.11098 0.24370 3.3441 0.6371 -0.7956
C 0.86715 -0.85828 -0.17128 -1.9970 -1.6918 3.8982
C -0.57859 1.50330 -0.30665 0.7258 -1.3127 0.2137
P -2.02788 0.38415 0.11415 0.0064 -1.0675 0.2986
P 1.06637 0.81190 0.22855 0.1905 1.6280 -1.6572
H -1.47019 -2.17677 0.45071 -0.5145 0.6604 -0.1191
H 1.48052 -1.52510 0.49508 -0.9798 0.5614 -0.0176
H 1.17711 -1.19064 -1.08841 -0.0372 -0.3703 -2.8295
H -0.62333 1.63393 -1.39939 0.1215 0.4639 0.4890
H -0.63742 2.39140 0.29557 -0.5015 0.8660 -0.3118
H 0.89238 0.90464 1.58840 -0.3581 -0.3744 0.8313
```
Positions in Å, forces in eV/Å.

Computed properties:
- total charge = 0
- LUMO (eV) = 0.5

***

(8)
The following is a DFT calculation (wB97M-V/def2-TZVPD) of a molecular structure, C3H6P2 at a distorted geometry.

XYZ file:
```
11
Properties=species:S:1:pos:R:3:forces:R:3
C 0.28046 -0.25453 -0.04377 3.7811 -0.7597 -0.9041
C -1.98054 0.44806 0.13580 1.4825 1.2296 2.5740
C 1.85207 -0.79841 -0.34657 -3.0135 3.0217 0.1193
P -1.06894 -1.19620 0.20655 -0.3306 0.3709 0.3726
P -0.40517 1.40687 -0.19246 0.4204 0.0241 2.0683
H -2.48781 0.47309 -0.74870 -2.0637 0.1535 -2.1641
H -2.47324 1.03372 0.96864 0.0247 -1.4437 -0.7791
H 2.53864 -0.12589 -0.90442 -0.9351 -0.1059 0.2869
H 1.57892 -1.60920 -0.92396 0.3010 -2.0607 -1.1980
H 2.31494 -1.05123 0.55754 0.5475 -0.5801 1.3227
H -0.14931 1.67372 1.29134 -0.2142 0.1502 -1.6986
```
Positions in Å, forces in eV/Å.

Computed properties:
- total charge = 0
- LUMO (eV) = 0.3

***

(9)
The following is a DFT calculation (wB97M-V/def2-TZVPD) of a single C3H6S2 molecule at a distorted geometry.

XYZ file:
```
11
Properties=species:S:1:pos:R:3:forces:R:3
C 0.52247 1.17859 -0.30176 3.7438 6.1147 -1.4058
C 0.70994 -0.18368 0.17554 1.3006 -0.5379 -3.2931
S 1.98478 -1.10746 -0.36154 -1.1801 0.6735 1.2955
C -0.58235 -0.66644 0.65220 2.2308 -2.8980 6.5493
S -1.89585 -0.71609 -0.46296 -1.3588 0.3133 -0.3693
H 0.80018 2.11188 0.50933 -1.1169 -2.8184 -1.7997
H -0.42344 1.38654 -0.78924 -0.4680 -0.1333 0.7223
H 1.25422 1.57136 -1.22192 -1.3567 -1.5587 2.4808
H -0.67616 -0.12695 1.68285 -0.9406 -0.1160 -1.9619
H -0.34129 -1.70164 1.19244 -0.8764 1.5142 -1.6425
H -1.35249 -1.74612 -1.07493 0.0222 -0.5535 -0.5756
```
Positions in Å, forces in eV/Å.

Computed properties:
- total charge = 0
- SMILES = CC(=S)CS
- LUMO (eV) = -0.6

***

(10)
The following is a DFT calculation (wB97M-V/def2-TZVPD) of a single C3H7BO3 molecule at a distorted geometry.

XYZ file:
```
14
Properties=species:S:1:pos:R:3:forces:R:3
O -2.34279 -0.23196 -0.00897 5.1190 1.3139 1.1724
B -0.85316 0.29722 0.22784 -3.7098 -2.0192 -2.3456
C 0.00773 1.59309 -0.22668 0.0142 0.7768 1.2708
O 1.34564 1.14588 0.12117 -0.3264 -0.0051 -0.7530
C 1.51641 -0.27267 -0.00632 1.4333 -0.8056 0.0531
C 0.13157 -0.91685 0.44364 0.9929 0.5550 -2.4497
O -0.14600 -2.21984 -0.14093 1.6824 1.5054 1.1062
H -2.88892 0.51775 -0.16192 -0.9384 0.9435 -0.2800
H -0.14652 1.59780 -1.35643 0.2353 0.4532 1.0796
H -0.02420 2.68277 0.28482 -0.4885 -2.5823 -1.5273
H 2.34116 -0.45022 0.72968 -0.7559 -0.2324 -0.4697
H 2.04500 -0.63581 -1.03898 -2.0618 0.8644 1.9624
H 0.06305 -0.94007 1.49870 0.6434 -0.5738 1.7726
H -1.04898 -2.16710 -0.36560 -1.8397 -0.1938 -0.5918
```
Positions in Å, forces in eV/Å.

Computed properties:
- total charge = 0
- SMILES = OB1COC[C@@H]1O
- LUMO (eV) = 0.2